(1)
Here is a gas-phase ion, C3H10N2 (charge +1) in a non-equilibrium geometry from the OMol25 dataset. Energies are from the ωB97M-V functional and the def2-TZVPD basis.

Structure (XYZ):
```
15
Properties=species:S:1:pos:R:3:mulliken_charge:R:1
C 1.73 0.79 -0.30 -0.94
C 0.34 1.49 0.07 -0.14
N -0.53 0.50 0.29 0.00
C -0.52 -0.90 -0.08 -0.47
N -1.72 -1.64 0.52 -0.63
H 2.00 0.10 0.45 0.34
H 2.51 1.48 -0.69 0.33
H 1.23 0.21 -1.11 0.28
H 0.61 2.13 1.03 0.29
H -0.22 2.10 -0.72 0.31
H -1.48 0.88 0.11 0.34
H 0.25 -1.53 0.36 0.34
H -0.60 -1.01 -1.21 0.42
H -1.52 -2.30 1.37 0.28
H -2.06 -2.29 -0.08 0.25
```

As for the multiplicity: 2. The HOMO energy (spin up / spin down) is -14.6 / -14.6 eV. Its total charge is +1. The electronic energy comes out at -229.422593 Ha. For the largest force on an atom, the calculation gives 0.098 Eh/bohr. The calculation puts the energy relative to the best compared isomer or geometry (same formula, charge and spin) at 185.5 kJ/mol. Its expectation value of S² is 0.755.

(2)
Here is 2 unconnected molecules or ions with the total composition C3H10N2O in a non-equilibrium geometry from the OMol25 dataset. Energies are from the ωB97M-V functional and the def2-TZVPD basis.

Structure (XYZ):
```
16
Properties=species:S:1:pos:R:3:mulliken_charge:R:1
H 1.51 1.18 1.12 0.34
N 1.36 1.41 0.07 -0.79
C 0.13 1.37 0.54 -0.02
N -0.51 0.23 1.08 -0.34
C -1.58 -0.22 0.15 -0.65
C -1.08 -0.65 -1.23 -0.88
H -0.41 2.26 0.89 0.43
H 0.13 -0.53 1.30 0.33
H -2.36 0.54 0.07 0.34
H -2.05 -1.03 0.69 0.34
H -0.33 -1.44 -1.08 0.27
H -0.52 0.16 -1.69 0.31
H -1.86 -1.02 -1.88 0.36
O 2.34 -1.11 0.10 -0.72
H 2.01 -0.17 0.12 0.41
H 3.23 -0.99 -0.24 0.29
```

The HOMO energy is -8.9 eV. Its total charge is 0. The electronic energy comes out at -304.936334 Ha. For the largest force on an atom, the calculation gives 0.049 Eh/bohr. The calculation puts the energy relative to the best compared isomer or geometry (same formula, charge and spin) at 363.1 kJ/mol. As for the SMILES: [H]/N=C\NCC.O.

(3)
Here is 2 unconnected molecules or ions with the total composition C3H10N2O in a non-equilibrium geometry from the OMol25 dataset. Energies are from the ωB97M-V functional and the def2-TZVPD basis.

Structure (XYZ):
```
16
Properties=species:S:1:pos:R:3:mulliken_charge:R:1
C -0.28 -1.78 0.47 -0.90
C 1.10 -1.10 0.49 -0.47
N 1.17 0.04 -0.41 -0.55
C 0.72 1.15 -0.02 -0.08
N 0.14 1.44 1.18 -0.43
H -0.48 -2.40 -0.40 0.30
H -1.06 -1.01 0.41 0.25
H -0.41 -2.38 1.37 0.28
H 1.80 -1.84 0.07 0.32
H 1.39 -0.84 1.51 0.37
H 0.82 1.96 -0.71 0.48
H -0.32 0.80 1.79 0.19
H -0.21 2.37 1.32 0.24
O -2.12 0.54 -1.71 -0.66
H -1.15 0.60 -1.73 0.34
H -2.33 -0.38 -1.83 0.30
```

The HOMO energy is -9.2 eV. Its total charge is 0. The electronic energy comes out at -305.038777 Ha. For the largest force on an atom, the calculation gives 0.024 Eh/bohr. The calculation puts the energy relative to the best compared isomer or geometry (same formula, charge and spin) at 94.2 kJ/mol. As for the SMILES: CC/N=C\N.O.

(4)
Here is 2 unconnected molecules or ions with the total composition C3H10N2O in a non-equilibrium geometry from the OMol25 dataset. Energies are from the ωB97M-V functional and the def2-TZVPD basis.

Structure (XYZ):
```
16
Properties=species:S:1:pos:R:3:mulliken_charge:R:1
C -0.80 1.09 -2.03 -1.16
C -0.74 0.93 -0.53 -0.40
N 0.59 0.50 -0.10 -0.66
C 0.80 0.30 1.13 0.22
N -0.16 0.16 2.11 -0.48
H -0.12 1.88 -2.35 0.32
H -0.47 0.16 -2.49 0.25
H -1.84 1.28 -2.28 0.36
H -1.05 1.82 0.04 0.49
H -1.49 0.18 -0.20 0.24
H 1.78 0.24 1.58 0.37
H -1.10 0.02 1.79 0.20
H 0.05 -0.43 2.89 0.25
O 0.47 -2.41 -0.36 -0.65
H 0.63 -1.55 -0.78 0.35
H 1.10 -3.06 -0.63 0.30
```

The HOMO energy is -9.0 eV. Its total charge is 0. The electronic energy comes out at -305.038758 Ha. For the largest force on an atom, the calculation gives 0.029 Eh/bohr. The calculation puts the energy relative to the best compared isomer or geometry (same formula, charge and spin) at 94.2 kJ/mol. As for the SMILES: CC/N=C\N.O.

(5)
Here is 2 unconnected molecules or ions with the total composition C3H10N2O in a non-equilibrium geometry from the OMol25 dataset. Energies are from the ωB97M-V functional and the def2-TZVPD basis.

Structure (XYZ):
```
16
Properties=species:S:1:pos:R:3:mulliken_charge:R:1
H 1.58 1.41 -2.38 0.25
N 0.70 1.38 -1.88 -0.66
C 0.18 0.23 -1.92 0.08
N -1.16 -0.05 -1.68 -0.44
H 0.67 -0.61 -2.42 0.32
H -1.49 -0.72 -2.36 0.24
H -1.73 0.77 -1.53 0.24
C 0.07 0.59 1.72 -1.06
C -0.22 -0.90 1.66 -0.20
O 0.82 -1.57 0.91 -0.50
H -0.52 1.09 2.48 0.33
H 1.12 0.75 1.93 0.34
H -0.19 1.01 0.75 0.23
H -1.15 -1.10 1.12 0.25
H -0.25 -1.36 2.65 0.30
H 1.54 -0.94 0.95 0.28
```

The HOMO energy is -9.5 eV. Its total charge is 0. The electronic energy comes out at -305.024252 Ha. For the largest force on an atom, the calculation gives 0.038 Eh/bohr. The calculation puts the energy relative to the best compared isomer or geometry (same formula, charge and spin) at 132.3 kJ/mol. As for the SMILES: [H]/N=C/N.CCO.

(6)
Here is 2 unconnected molecules or ions with the total composition C3H10N2O in a non-equilibrium geometry from the OMol25 dataset. Energies are from the ωB97M-V functional and the def2-TZVPD basis.

Structure (XYZ):
```
16
Properties=species:S:1:pos:R:3:mulliken_charge:R:1
C -1.92 1.89 -0.19 -0.88
C -2.00 0.41 0.21 0.25
O -2.00 -0.55 -0.57 -0.49
H -1.47 2.47 0.61 0.31
H -1.32 2.09 -1.06 0.28
H -3.03 2.24 -0.15 0.30
H -2.22 0.24 1.34 0.25
N 2.71 -0.98 -0.55 -0.69
C 1.36 -0.51 -0.27 -0.34
N 0.69 -0.73 1.07 -0.65
H 2.93 -1.30 -1.49 0.25
H 2.61 -1.90 -0.14 0.25
H 0.78 -1.05 -0.93 0.35
H 1.23 0.55 -0.53 0.24
H 1.40 -1.20 1.72 0.29
H 0.25 -1.69 0.93 0.28
```

The HOMO energy is -9.5 eV. Its total charge is 0. The electronic energy comes out at -304.978012 Ha. For the largest force on an atom, the calculation gives 0.086 Eh/bohr. The calculation puts the energy relative to the best compared isomer or geometry (same formula, charge and spin) at 253.7 kJ/mol. As for the SMILES: CC=O.NCN.

(7)
Here is 2 unconnected molecules or ions with the total composition C3H10N2O in a non-equilibrium geometry from the OMol25 dataset. Energies are from the ωB97M-V functional and the def2-TZVPD basis.

Structure (XYZ):
```
16
Properties=species:S:1:pos:R:3:mulliken_charge:R:1
O 1.98 0.11 0.92 -0.48
C 2.17 -0.21 -0.22 0.20
C 1.87 0.55 -1.52 -0.96
H 2.79 -1.12 -0.37 0.35
H 1.95 1.61 -1.33 0.30
H 2.58 0.18 -2.26 0.34
H 0.93 0.20 -1.97 0.29
N -2.25 0.51 1.34 -0.31
C -1.06 -0.02 0.63 -0.51
N -1.36 -1.36 0.11 -0.33
H -2.49 1.41 0.94 0.32
H -2.22 0.65 2.36 0.33
H -0.30 -0.13 1.41 0.47
H -0.71 0.72 -0.09 0.37
H -1.96 -1.15 -0.68 0.32
H -1.92 -1.94 0.74 0.29
```

As for the multiplicity: 2. The HOMO energy (spin up / spin down) is -13.3 / -13.2 eV. Its total charge is +1. The electronic energy comes out at -304.675566 Ha. For the largest force on an atom, the calculation gives 0.069 Eh/bohr. The calculation puts the energy relative to the best compared isomer or geometry (same formula, charge and spin) at 288.0 kJ/mol. Its expectation value of S² is 0.759.

(8)
Here is 2 unconnected molecules or ions with the total composition C3H10N2O in a non-equilibrium geometry from the OMol25 dataset. Energies are from the ωB97M-V functional and the def2-TZVPD basis.

Structure (XYZ):
```
16
Properties=species:S:1:pos:R:3:mulliken_charge:R:1
C -1.50 1.10 1.49 0.29
C -1.37 -0.30 1.66 -0.60
N -0.53 1.86 1.00 -0.21
H -2.47 1.60 1.43 0.35
H -1.88 -0.76 2.49 0.37
H -0.43 -0.68 1.26 0.25
H 0.82 0.94 -1.43 0.37
H 0.37 1.57 0.61 0.28
H -0.78 2.83 0.84 0.28
N 1.26 -1.70 -2.04 -0.49
C 0.83 -0.96 -0.90 -0.20
O 1.35 0.41 -0.82 -0.64
H 1.76 -1.18 -2.74 0.24
H 1.74 -2.56 -1.85 0.24
H 1.04 -1.53 0.01 0.21
H -0.20 -0.63 -1.02 0.26
```

As for the multiplicity: 2. The HOMO energy (spin up / spin down) is -12.9 / -12.9 eV. Its total charge is +1. The electronic energy comes out at -304.702105 Ha. For the largest force on an atom, the calculation gives 0.044 Eh/bohr. The calculation puts the energy relative to the best compared isomer or geometry (same formula, charge and spin) at 218.3 kJ/mol. Its expectation value of S² is 0.764.

total charge of number 8 (C3H10N2O)?
+1

Which formula does entry 5 have?
C3H10N2O

What is the largest force on an atom in the third record?
0.024 Eh/bohr

Among the records above, which one has the lowest electronic energy?
number 3